(1)
Molecular formula: C39H90N12O12
Method: DFT, wB97M-V/def2-TZVPD

net charge	0
LUMO energy	0.00911	Eh
SMILES string	C=CC[C@@H](CN)OC.CN(C)C=O.CN(C)C=O.CN(C)C=O.CN(C)C=O.CN(C)C=O.CN(C)C=O.CN(C)C=O.CN(C)C=O.CN(C)C=O.CN(C)C=O.CN(C)C=O
spin multiplicity	1

Geometry as XYZ:
```
153
Properties=species:S:1:pos:R:3:mulliken_charge:R:1
C 0.86061 2.26349 2.10375 -0.633
C 0.20699 1.13860 1.34781 -0.176
C -1.10050 1.28072 0.36890 -0.434
C -2.55101 1.24848 1.13999 0.967
C -3.00368 -0.23663 1.68634 -0.407
N -1.98673 -0.91732 2.58099 -0.660
O -2.63963 2.27852 2.19235 -0.298
C -4.03259 2.59239 2.54734 -0.626
H 1.60046 3.02297 1.55674 0.220
H 0.70121 2.41466 3.26369 0.077
H 0.72141 0.07115 1.49113 0.178
H -1.02129 2.35947 -0.13457 0.307
H -1.11067 0.52197 -0.54455 0.212
H -3.36310 1.55319 0.31986 -0.380
H -3.24259 -1.01062 0.80935 0.083
H -4.01435 -0.18895 2.31998 0.243
H -1.56400 -0.24098 3.28207 0.307
H -1.21671 -1.34483 1.98296 0.284
H -4.16727 3.77417 2.64962 0.231
H -4.36736 2.15949 3.60655 0.232
H -4.83695 2.21876 1.78220 0.239
C -5.58773 3.59386 -4.19483 -1.136
N -5.36576 3.02134 -2.88316 0.376
C -4.88602 3.87807 -1.81866 -0.901
C -5.59623 1.68887 -2.61597 -0.131
O -5.42947 1.14272 -1.53239 -0.603
H -4.64538 4.00874 -4.56406 0.390
H -6.33184 4.39117 -4.11182 0.355
H -5.94776 2.83890 -4.89912 0.352
H -3.93288 3.48739 -1.44968 0.230
H -5.61139 3.86802 -0.99958 0.286
H -4.75032 4.90149 -2.17813 0.366
H -5.95857 1.12832 -3.49299 0.429
C -9.77766 3.95685 -0.19512 -0.950
N -9.47793 3.74550 -1.59620 0.200
C -9.73266 2.44345 -2.17678 -0.891
C -8.95867 4.74271 -2.39365 0.032
O -8.68350 4.63075 -3.58192 -0.678
H -9.18731 3.25646 0.40272 0.341
H -10.84303 3.77303 -0.02933 0.359
H -9.53820 4.97925 0.10977 0.297
H -8.79516 2.04026 -2.57148 0.198
H -10.44308 2.55440 -3.00149 0.308
H -10.14131 1.75995 -1.42787 0.386
H -8.80360 5.69116 -1.85414 0.317
C -4.08884 -1.69433 -2.52630 -0.737
N -3.78911 -1.90568 -3.92738 0.261
C -4.04385 -3.20774 -4.50796 -1.027
C -3.26986 -0.90847 -4.72484 0.002
O -2.99468 -1.02044 -5.91311 -0.636
H -3.49850 -2.39473 -1.92846 0.396
H -5.15421 -1.87815 -2.36051 0.366
H -3.84939 -0.67193 -2.22141 -0.019
H -3.10634 -3.61093 -4.90267 0.202
H -4.75427 -3.09679 -5.33267 0.290
H -4.45249 -3.89123 -3.75905 0.430
H -3.11478 0.03997 -4.18533 0.387
C 1.06561 2.01085 8.20953 -0.907
N 1.77506 2.61723 7.10205 0.211
C 3.20975 2.44202 7.01115 -0.644
C 1.12923 3.35475 6.13305 0.077
O 1.66772 3.89263 5.17339 -0.611
H 1.46284 2.41189 9.14647 0.289
H 1.22040 0.92854 8.17910 0.308
H -0.00588 2.22180 8.15466 0.315
H 3.68999 3.42507 7.02702 0.312
H 3.44870 1.94870 6.06421 0.272
H 3.57862 1.83829 7.84450 0.052
H 0.04164 3.42569 6.29676 0.306
C 0.12072 -7.09800 -5.37615 -1.027
N -1.22284 -6.98878 -4.84659 0.198
C -1.65528 -7.93318 -3.83742 -0.967
C -2.10193 -6.01596 -5.27182 0.085
O -3.24829 -5.86849 -4.86642 -0.624
H 0.24098 -8.08321 -5.83590 0.337
H 0.83495 -6.98677 -4.55530 0.494
H 0.31314 -6.32611 -6.12633 0.271
H -2.53000 -8.47541 -4.20904 0.321
H -1.93883 -7.38414 -2.93448 0.306
H -0.85563 -8.64061 -3.60264 0.325
H -1.67330 -5.35145 -6.03951 0.311
C -7.91069 6.12734 -8.41981 -0.926
N -8.12685 6.67709 -7.09746 0.206
C -7.50615 6.02873 -5.96094 -1.099
C -8.90342 7.79618 -6.88640 0.069
O -9.12607 8.31097 -5.79752 -0.578
H -8.28071 5.09820 -8.44013 0.312
H -6.83852 6.13583 -8.63584 0.312
H -8.43471 6.71211 -9.18075 0.322
H -8.28625 5.71253 -5.26186 0.473
H -6.85084 6.74527 -5.45665 0.295
H -6.92487 5.16028 -6.28176 0.444
H -9.32723 8.21003 -7.81580 0.281
C 1.60619 1.52326 -4.73497 -0.958
N 1.82816 0.95074 -3.42330 0.157
C 2.30790 1.80747 -2.35879 -0.758
C 1.59769 -0.38173 -3.15611 0.104
O 1.76445 -0.92789 -2.07253 -0.597
H 2.54854 1.93814 -5.10420 0.342
H 0.86208 2.32056 -4.65196 0.334
H 1.24616 0.76830 -5.43926 0.311
H 3.26104 1.41678 -1.98982 0.298
H 1.58253 1.79742 -1.53971 0.095
H 2.44360 2.83089 -2.71826 0.371
H 1.23535 -0.94228 -4.03312 0.313
C 4.08931 -9.59183 -7.14349 -0.926
N 3.87315 -9.04208 -5.82115 0.114
C 4.49385 -9.69044 -4.68463 -0.953
C 3.09658 -7.92299 -5.61009 0.148
O 2.87393 -7.40820 -4.52121 -0.648
H 3.71929 -10.62098 -7.16381 0.340
H 5.16148 -9.58334 -7.35952 0.341
H 3.56529 -9.00706 -7.90444 0.305
H 3.71375 -10.00664 -3.98555 0.291
H 5.14916 -8.97390 -4.18034 0.301
H 5.07513 -10.55889 -5.00545 0.386
H 2.67277 -7.50914 -6.53949 0.312
C 7.81557 0.92499 8.67105 -0.932
N 6.54151 0.23728 8.63409 0.288
C 6.51817 -1.17401 8.30999 -0.843
C 5.35206 0.88222 8.89720 0.094
O 4.24357 0.36136 8.88298 -0.693
H 8.28726 0.84947 7.68704 0.304
H 8.45346 0.44854 9.42097 0.354
H 7.68712 1.98018 8.92733 0.287
H 5.90352 -1.32397 7.41726 0.272
H 6.06895 -1.72302 9.14303 0.341
H 7.53008 -1.54503 8.12719 0.243
H 5.48242 1.95113 9.13192 0.330
C 5.89267 1.44365 2.66519 -0.935
N 6.39482 2.24496 3.76213 0.159
C 6.47845 3.68134 3.59739 -0.960
C 6.79510 1.68491 4.95632 0.244
O 7.22784 2.30333 5.92096 -0.641
H 6.53551 1.59476 1.79318 0.344
H 4.87391 1.76452 2.42970 0.334
H 5.88347 0.38142 2.92438 0.300
H 7.51832 3.99481 3.73038 0.302
H 5.86453 4.16376 4.36389 0.276
H 6.12851 3.97723 2.60491 0.389
H 6.69054 0.58794 4.97606 0.205
C 11.59321 -3.62785 6.10600 -0.931
N 10.43013 -3.27714 6.89452 0.121
C 10.61731 -2.85864 8.26825 -0.843
C 9.15243 -3.32886 6.37994 0.090
O 8.12894 -3.04654 6.99069 -0.582
H 12.11157 -4.46024 6.59067 0.339
H 12.25934 -2.76196 6.05316 0.341
H 11.30832 -3.92381 5.09267 0.285
H 10.06747 -3.53899 8.92556 0.299
H 10.21455 -1.84871 8.39058 0.194
H 11.67781 -2.86702 8.53340 0.373
H 9.12258 -3.65890 5.32882 0.290
```



(2)
Molecular formula: C6H17NO
Method: DFT, wB97M-V/def2-TZVPD

net charge	+1
LUMO energy (spin up / spin down)	-0.24594 / -0.24601	Eh
expectation value of S²	0.757
spin multiplicity	2

Geometry as XYZ:
```
25
Properties=species:S:1:pos:R:3:mulliken_charge:R:1
C 2.06119 0.85104 0.30906 -0.151
C 2.07692 -0.01599 -0.90887 0.176
C 1.98012 -1.51457 -0.65520 -1.103
C 2.17687 0.52356 1.59363 -0.840
N -2.41754 0.59277 0.09007 -0.258
C -3.07324 -0.60020 -0.54594 -0.833
C -1.65388 0.18590 1.16892 0.201
H 1.69741 1.84355 0.04644 0.353
H -0.78012 1.93356 1.85173 0.630
H 2.97665 0.20868 -1.49245 0.404
H 1.20959 0.30776 -1.56182 -0.036
H 1.99871 -2.14228 -1.53645 0.356
H 0.99229 -1.64817 -0.19157 0.180
H 2.67618 -1.75019 0.14612 0.343
H 1.91370 1.25198 2.34605 0.364
H 2.37083 -0.50573 1.86577 0.243
H -3.84823 -1.01336 0.09442 0.351
H -3.52052 -0.25342 -1.47011 0.326
H -2.34185 -1.36955 -0.79559 0.316
H -2.20037 -0.17328 2.03815 0.451
H -0.76458 -0.36182 0.83430 -0.032
H -1.05765 1.25709 1.61682 -0.667
H -0.44812 1.03143 -2.56244 0.277
H -1.64583 0.81316 -0.56008 0.516
O -0.37853 0.54809 -1.72096 -0.569
```



(3)
Molecular formula: C4H10O2
Method: DFT, wB97M-V/def2-TZVPD

net charge	0
LUMO energy	0.03430	Eh
SMILES string	COC[C@@H](C)O
spin multiplicity	1

Geometry as XYZ:
```
16
Properties=species:S:1:pos:R:3:mulliken_charge:R:1
C 0.26051 1.24614 -1.83985 -0.696
O -0.54204 0.20605 -1.28646 -0.428
C -0.92810 0.30923 0.13436 -0.670
C -0.33016 -0.79180 1.08949 0.452
C 0.92078 -1.17870 0.34177 -1.185
O -0.00649 -0.29870 2.39719 -0.564
H -0.34804 2.14161 -2.00092 0.317
H 1.12411 1.50217 -1.20961 0.319
H 0.66121 0.94966 -2.82494 0.244
H -2.01299 0.24072 0.09896 0.347
H -0.57907 1.26605 0.53135 0.345
H -1.01771 -1.64400 1.22197 0.300
H 1.17295 -2.23296 0.40560 0.334
H 1.72797 -0.53104 0.69613 0.285
H 0.69513 -0.91706 -0.71087 0.289
H -0.79805 -0.26738 2.95581 0.311
```